1.
A molecular structure, C40H78BeF12N8O20S4, computed with ωB97M-V/def2-TZVPD.

The value obtained for the energy relative to the best compared isomer or geometry (same formula, charge and spin) is 0.0 kcal per mole. As for the total charge: 0. The value obtained for the highest occupied orbital energy is -9.07 eV. As for the total energy: -171970.786 eV.

Atoms and positions in Å:
1 Be -2.81 1.54 -0.22
2 C -3.92 2.28 3.23
3 F -2.78 1.72 2.84
4 F -4.55 1.59 4.25
5 F -3.72 3.50 3.71
6 S -5.08 2.31 1.82
7 O -5.33 0.93 1.55
8 O -6.20 3.12 2.08
9 N -4.03 2.84 0.71
10 S -3.93 4.38 0.20
11 O -4.31 5.29 1.26
12 O -2.70 4.57 -0.50
13 C -5.33 4.46 -1.13
14 F -6.04 3.31 -1.31
15 F -6.21 5.37 -0.78
16 F -4.73 4.70 -2.28
17 C 0.71 2.86 1.66
18 F 1.13 3.95 1.10
19 F 1.75 2.25 2.35
20 F -0.18 3.10 2.59
21 S 0.02 1.77 0.29
22 O -1.39 2.02 0.60
23 O 0.68 2.30 -0.89
24 N 0.31 0.29 0.51
25 S 1.63 -0.54 0.38
26 O 1.51 -1.55 -0.63
27 O 2.85 0.21 0.31
28 C 1.55 -1.31 2.02
29 F 1.71 -0.53 3.06
30 F 0.35 -1.86 2.07
31 F 2.42 -2.31 2.10
32 C 1.44 -2.54 6.69
33 C 0.85 -3.22 5.48
34 O 1.53 -3.94 4.79
35 C -0.61 -3.20 5.21
36 H 2.04 -3.24 7.22
37 H 0.59 -2.20 7.26
38 H 2.13 -1.70 6.46
39 H -0.94 -2.20 4.84
40 H -1.16 -3.59 6.08
41 H -0.81 -3.93 4.52
42 C -4.82 -1.81 -0.08
43 C -3.76 -1.00 0.64
44 O -3.20 0.01 0.15
45 C -3.27 -1.38 2.02
46 H -5.48 -1.20 -0.69
47 H -5.46 -2.38 0.57
48 H -4.21 -2.50 -0.65
49 H -2.46 -0.67 2.28
50 H -2.90 -2.44 2.17
51 H -4.12 -1.37 2.78
52 C 4.81 -6.33 -0.64
53 C 5.13 -4.95 -0.04
54 O 4.34 -4.07 0.01
55 C 6.55 -4.65 0.41
56 H 3.71 -6.36 -0.85
57 H 4.95 -7.15 0.12
58 H 5.38 -6.65 -1.54
59 H 7.07 -4.09 -0.38
60 H 7.22 -5.51 0.60
61 H 6.49 -4.04 1.31
62 C 1.15 1.84 5.49
63 C 1.94 1.56 6.72
64 O 2.46 0.49 6.89
65 C 2.04 2.65 7.72
66 H 0.63 0.95 5.18
67 H 1.99 2.00 4.82
68 H 0.42 2.65 5.57
69 H 0.99 2.71 8.00
70 H 2.50 3.59 7.30
71 H 2.69 2.27 8.54
72 C -2.90 -8.48 -2.74
73 C -4.10 -7.94 -2.09
74 O -5.07 -7.66 -2.79
75 C -4.05 -7.69 -0.64
76 H -2.31 -9.08 -2.01
77 H -2.30 -7.56 -2.95
78 H -3.17 -8.97 -3.68
79 H -4.99 -7.25 -0.25
80 H -3.27 -7.00 -0.30
81 H -3.84 -8.63 -0.12
82 C 2.44 4.80 -2.45
83 C 3.80 4.85 -1.84
84 O 4.73 4.50 -2.44
85 C 3.91 5.35 -0.39
86 H 2.41 4.19 -3.37
87 H 1.99 5.80 -2.52
88 H 1.71 4.27 -1.85
89 H 3.34 4.73 0.28
90 H 3.39 6.34 -0.35
91 H 4.95 5.46 -0.07
92 C -4.06 -0.06 -7.86
93 C -3.00 0.45 -6.88
94 O -3.16 1.49 -6.28
95 N -1.84 -0.30 -6.80
96 C -1.83 -1.72 -6.93
97 H -4.86 0.69 -7.80
98 H -4.39 -1.03 -7.67
99 H -3.85 -0.06 -8.94
100 H -1.19 0.06 -6.08
101 H -0.80 -2.12 -7.14
102 H -2.51 -1.95 -7.77
103 H -2.20 -2.25 -6.04
104 C 1.67 0.21 -7.07
105 C 1.62 0.20 -5.56
106 O 0.49 0.28 -4.98
107 N 2.76 0.12 -4.91
108 C 2.90 -0.02 -3.47
109 H 2.11 1.19 -7.37
110 H 0.68 0.16 -7.53
111 H 2.26 -0.66 -7.46
112 H 3.62 0.16 -5.42
113 H 2.81 0.92 -2.86
114 H 3.88 -0.34 -3.14
115 H 2.19 -0.77 -3.07
116 C 1.14 -4.76 -1.80
117 C 0.06 -5.11 -0.79
118 O -1.02 -5.64 -1.08
119 N 0.37 -4.80 0.50
120 C -0.64 -4.99 1.55
121 H 0.64 -3.95 -2.37
122 H 1.26 -5.66 -2.43
123 H 1.99 -4.32 -1.30
124 H 1.25 -4.37 0.72
125 H -1.62 -4.50 1.25
126 H -0.17 -4.68 2.44
127 H -0.87 -6.07 1.65
128 C 5.66 1.66 2.33
129 C 4.98 1.04 3.56
130 O 4.68 1.65 4.54
131 N 4.81 -0.31 3.50
132 C 4.36 -0.94 4.71
133 H 5.33 1.34 1.33
134 H 6.71 1.51 2.55
135 H 5.47 2.70 2.35
136 H 5.16 -0.84 2.68
137 H 5.10 -0.80 5.49
138 H 4.30 -1.99 4.45
139 H 3.39 -0.57 5.07
140 C -2.22 7.63 -0.77
141 C -0.97 7.56 0.08
142 O 0.21 7.46 -0.33
143 N -1.24 7.50 1.36
144 C -0.31 7.47 2.45
145 H -2.12 8.29 -1.64
146 H -2.96 8.11 -0.18
147 H -2.51 6.60 -1.09
148 H -2.24 7.25 1.60
149 H -0.38 8.36 3.08
150 H 0.70 7.28 2.00
151 H -0.63 6.63 3.16
152 C -1.90 3.04 -3.52
153 C -1.91 1.76 -2.72
154 O -2.80 1.68 -1.77
155 N -1.18 0.72 -3.02
156 C -1.21 -0.58 -2.43
157 H -2.31 2.93 -4.55
158 H -0.86 3.40 -3.41
159 H -2.42 3.73 -2.89
160 H -0.58 0.78 -3.79
161 H -2.24 -0.80 -2.04
162 H -0.55 -0.65 -1.63
163 H -0.90 -1.41 -3.17


2.
A molecular structure, C40H82GeKN2O12S4Si4, computed with ωB97M-V/def2-TZVPD.

The value obtained for the energy relative to the best compared isomer or geometry (same formula, charge and spin) is 6.7 kcal per mole. Its multiplicity is 2. As for the total charge: -2. The value obtained for the highest occupied orbital energy (alpha / beta) is -2.03 / -2.02 eV. As for the total energy: -218062.795 eV.

Atoms and positions in Å:
1 K 0.88 -0.46 1.35
2 C -1.41 1.39 -0.33
3 C -2.35 0.47 1.81
4 O -1.52 -0.40 2.55
5 C -1.25 -0.02 3.89
6 C -0.20 -0.94 4.45
7 O 1.07 -0.53 3.97
8 C 2.13 -1.43 4.25
9 C 3.39 -0.93 3.54
10 O 3.30 -1.06 2.14
11 C 3.98 -2.13 1.53
12 C 3.41 -3.48 1.92
13 O 2.02 -3.56 1.63
14 C 1.76 -4.08 0.32
15 C 0.39 -3.67 -0.12
16 O 0.42 -2.28 -0.40
17 C -0.77 -1.77 -0.97
18 C -0.49 -0.43 -1.62
19 O -0.28 0.62 -0.68
20 H -1.27 2.41 -0.73
21 H -2.31 0.95 -0.76
22 H -2.86 -0.14 1.07
23 H -3.08 0.94 2.47
24 H -2.17 -0.11 4.48
25 H -0.92 1.02 3.95
26 H -0.41 -1.97 4.15
27 H -0.21 -0.89 5.55
28 H 1.87 -2.43 3.91
29 H 2.31 -1.47 5.34
30 H 4.26 -1.47 3.93
31 H 3.51 0.13 3.76
32 H 5.06 -2.09 1.75
33 H 3.87 -1.97 0.46
34 H 3.97 -4.26 1.39
35 H 3.52 -3.65 2.99
36 H 1.85 -5.17 0.34
37 H 2.50 -3.69 -0.39
38 H -0.37 -3.89 0.64
39 H 0.13 -4.22 -1.03
40 H -1.58 -1.70 -0.23
41 H -1.15 -2.46 -1.75
42 H -1.32 -0.18 -2.28
43 H 0.43 -0.50 -2.21
44 C 2.26 2.71 -2.22
45 Si 3.67 3.10 -1.01
46 C 5.11 1.98 -1.53
47 C 4.23 4.86 -1.46
48 Ge 2.95 2.60 1.21
49 Si 2.11 4.77 1.79
50 C 1.17 4.71 3.45
51 C 0.89 5.42 0.48
52 C 3.30 6.23 2.01
53 Si 5.07 2.81 2.27
54 C 6.03 1.17 2.19
55 C 6.33 4.09 1.63
56 C 4.90 3.19 4.13
57 H 2.57 2.85 -3.26
58 H 1.40 3.36 -2.03
59 H 1.93 1.68 -2.08
60 H 5.34 2.12 -2.59
61 H 4.86 0.93 -1.38
62 H 6.01 2.20 -0.96
63 H 4.53 4.90 -2.52
64 H 5.09 5.16 -0.85
65 H 3.44 5.59 -1.31
66 H 0.81 3.70 3.67
67 H 0.31 5.39 3.46
68 H 1.84 5.00 4.26
69 H 0.32 4.62 0.00
70 H 1.44 5.95 -0.31
71 H 0.17 6.13 0.92
72 H 4.01 6.05 2.82
73 H 2.74 7.14 2.26
74 H 3.87 6.42 1.10
75 H 6.02 0.78 1.17
76 H 5.55 0.41 2.82
77 H 7.07 1.27 2.51
78 H 6.61 3.86 0.60
79 H 7.24 4.07 2.24
80 H 5.92 5.10 1.65
81 H 4.45 2.34 4.65
82 H 4.24 4.05 4.30
83 H 5.87 3.40 4.59
84 O -1.98 3.00 3.11
85 S -1.53 3.06 1.71
86 N -1.58 1.50 1.10
87 C -7.67 -2.37 1.55
88 C -7.60 -0.99 0.89
89 C -9.01 -0.51 0.55
90 C -6.91 0.01 1.81
91 O -6.92 -1.09 -0.36
92 Si -5.28 -1.15 -0.67
93 S -4.18 -2.27 0.61
94 O -5.26 -1.53 -2.29
95 C -5.66 -2.69 -2.99
96 C -4.94 -3.93 -2.46
97 C -5.25 -2.44 -4.44
98 C -7.17 -2.87 -2.91
99 O -4.75 0.44 -0.69
100 C -5.12 1.52 -1.55
101 C -4.82 2.80 -0.77
102 C -6.61 1.49 -1.89
103 C -4.30 1.47 -2.83
104 H -8.22 -2.31 2.49
105 H -6.66 -2.74 1.73
106 H -8.18 -3.07 0.89
107 H -9.63 -0.46 1.46
108 H -9.47 -1.20 -0.15
109 H -8.98 0.48 0.10
110 H -7.47 0.12 2.74
111 H -6.84 0.98 1.32
112 H -5.90 -0.34 2.05
113 H -3.86 -3.77 -2.46
114 H -5.18 -4.80 -3.08
115 H -5.23 -4.13 -1.43
116 H -4.17 -2.30 -4.51
117 H -5.74 -1.54 -4.82
118 H -5.53 -3.29 -5.08
119 H -7.48 -3.03 -1.87
120 H -7.48 -3.73 -3.51
121 H -7.68 -1.98 -3.27
122 H -5.41 2.83 0.14
123 H -5.04 3.68 -1.38
124 H -3.76 2.84 -0.49
125 H -7.21 1.53 -0.99
126 H -6.87 0.58 -2.43
127 H -6.86 2.36 -2.52
128 H -3.23 1.57 -2.61
129 H -4.58 2.30 -3.49
130 H -4.46 0.53 -3.34
131 O 5.15 -6.19 -1.36
132 S 5.85 -4.93 -1.46
133 O 7.03 -4.79 -0.66
134 N 4.83 -3.69 -1.24
135 C 4.66 -2.96 -2.33
136 S 3.65 -1.63 -2.51
137 C 5.48 -3.46 -3.50
138 C 5.56 -2.94 -4.78
139 C 6.40 -3.57 -5.69
140 C 7.14 -4.69 -5.33
141 C 7.05 -5.22 -4.05
142 C 6.21 -4.58 -3.16
143 H 4.98 -2.06 -5.03
144 H 6.48 -3.17 -6.70
145 H 7.78 -5.16 -6.06
146 H 7.62 -6.09 -3.75


3.
5 unconnected molecules or ions with the total composition C40H88Cl2IN4O8P2S, computed with ωB97M-V/def2-TZVPD.

As for the total charge: -1. The value obtained for the highest occupied orbital energy is -3.51 eV. As for the total energy: -127801.949 eV.

Atoms and positions in Å:
1 C 5.30 -3.98 -0.63
2 C 4.15 -3.29 -1.43
3 C 3.04 -2.72 -0.54
4 I 2.35 -4.66 0.50
5 P 1.51 -1.69 -1.27
6 C 0.86 -3.31 -2.08
7 C -0.23 -0.93 -1.69
8 C -0.75 -0.60 -3.10
9 C -2.02 -1.41 -3.43
10 C -3.18 -0.92 -2.54
11 C -3.88 -2.02 -1.76
12 C -4.92 -1.48 -0.79
13 C -4.30 -0.91 0.46
14 O -4.04 -1.96 1.37
15 C -3.42 -1.50 2.56
16 C 2.36 -1.24 -2.94
17 C 2.78 0.19 -3.28
18 C 1.72 1.22 -3.67
19 C 2.36 2.59 -3.96
20 S 1.28 3.95 -3.54
21 O 2.08 5.14 -3.48
22 O 0.17 3.99 -4.43
23 Cl 0.63 3.57 -1.64
24 C 2.04 0.03 -0.46
25 C 3.42 0.35 0.05
26 C 4.60 -0.10 -0.53
27 C 5.86 0.18 -0.04
28 C 5.99 0.95 1.10
29 C 4.84 1.45 1.68
30 C 3.58 1.17 1.18
31 C 2.43 1.83 1.92
32 P 0.50 -2.28 0.79
33 O -0.85 -1.32 1.13
34 Cl 1.68 -1.64 2.42
35 H 5.34 -3.65 0.40
36 H 6.26 -3.69 -1.07
37 H 5.27 -5.05 -0.71
38 H 3.82 -4.03 -2.16
39 H 4.69 -2.53 -1.99
40 H 3.54 -2.28 0.32
41 H 0.34 -3.08 -3.01
42 H 1.63 -4.03 -2.38
43 H 0.08 -3.79 -1.48
44 H -0.95 -1.66 -1.34
45 H -0.33 -0.03 -1.09
46 H -0.11 -0.67 -3.98
47 H -1.13 0.43 -3.12
48 H -2.27 -1.37 -4.49
49 H -1.87 -2.46 -3.17
50 H -2.73 -0.24 -1.81
51 H -3.92 -0.36 -3.12
52 H -4.39 -2.66 -2.49
53 H -3.17 -2.66 -1.23
54 H -5.58 -2.28 -0.45
55 H -5.55 -0.74 -1.28
56 H -5.00 -0.22 0.94
57 H -3.37 -0.37 0.24
58 H -3.75 -2.11 3.40
59 H -3.65 -0.45 2.75
60 H -2.34 -1.59 2.49
61 H 1.78 -1.64 -3.77
62 H 3.27 -1.82 -3.10
63 H 3.43 0.68 -2.56
64 H 3.43 0.15 -4.17
65 H 1.23 0.90 -4.59
66 H 0.95 1.36 -2.92
67 H 3.28 2.74 -3.40
68 H 2.48 2.72 -5.03
69 H 1.34 0.17 0.36
70 H 1.71 0.86 -1.10
71 H 4.53 -0.69 -1.43
72 H 6.75 -0.21 -0.52
73 H 6.96 1.17 1.54
74 H 4.94 2.08 2.55
75 H 1.55 1.97 1.29
76 H 2.73 2.82 2.26
77 H 2.15 1.24 2.79
78 H -1.63 -1.79 0.82
79 C -1.35 4.57 3.72
80 C -1.22 3.40 2.75
81 C -2.47 2.54 2.59
82 O -2.72 1.65 3.66
83 C -3.35 2.20 4.80
84 N -0.05 2.60 3.13
85 H -1.29 4.26 4.76
86 H -0.55 5.28 3.54
87 H -2.30 5.10 3.58
88 H -1.01 3.84 1.76
89 H -2.32 1.90 1.72
90 H -3.36 3.15 2.39
91 H -4.06 2.98 4.53
92 H -2.61 2.59 5.51
93 H -3.89 1.39 5.30
94 H 0.12 1.89 2.42
95 H -0.31 2.06 3.96
96 C 3.33 6.04 -0.33
97 C 3.11 6.03 1.18
98 C 1.87 5.25 1.63
99 O 0.64 5.91 1.40
100 C 0.14 5.82 0.08
101 N 3.09 7.42 1.67
102 H 2.67 6.74 -0.84
103 H 4.35 6.34 -0.56
104 H 3.17 5.05 -0.76
105 H 3.98 5.53 1.63
106 H 1.93 5.11 2.71
107 H 1.85 4.24 1.18
108 H 0.39 4.86 -0.38
109 H 0.52 6.64 -0.54
110 H -0.94 5.92 0.13
111 H 3.06 7.41 2.68
112 H 2.20 7.82 1.40
113 C -0.64 -1.83 6.91
114 C 0.28 -2.22 8.07
115 C 1.77 -2.10 7.75
116 O 2.29 -3.13 6.93
117 C 2.04 -2.96 5.54
118 N -0.09 -3.57 8.52
119 H -0.70 -2.61 6.15
120 H -1.65 -1.65 7.28
121 H -0.29 -0.91 6.42
122 H 0.07 -1.53 8.89
123 H 2.32 -2.18 8.69
124 H 2.01 -1.12 7.33
125 H 2.05 -1.91 5.25
126 H 1.09 -3.41 5.26
127 H 2.82 -3.48 4.99
128 H 0.44 -3.79 9.36
129 H 0.27 -4.23 7.83
130 C -5.03 -3.80 -8.13
131 C -4.50 -4.47 -6.87
132 C -5.43 -4.34 -5.66
133 O -5.42 -3.07 -5.04
134 C -6.22 -2.08 -5.67
135 N -3.15 -3.96 -6.60
136 H -4.90 -2.72 -8.11
137 H -4.50 -4.17 -9.01
138 H -6.09 -4.01 -8.28
139 H -4.41 -5.54 -7.09
140 H -5.07 -5.03 -4.89
141 H -6.45 -4.64 -5.90
142 H -7.12 -2.51 -6.11
143 H -5.65 -1.55 -6.44
144 H -6.50 -1.36 -4.91
145 H -2.74 -4.48 -5.83
146 H -3.25 -3.02 -6.23


Quick rundown of F_max, same order as above: 0.082, 0.013, 0.049 hartree/bohr